Density functional theory data (the ωB97M-V functional and the def2-TZVPD basis) for a molecular structure, C37H85BrClF7I2N3O18P2S.

Each line ends with the Mulliken charge.
Cartesian coordinates (Å):
C: 1.56690 2.52295 0.20526  -0.615
C: 1.11896 1.48529 -0.14413  -1.417
C: 0.54286 0.20615 -0.55715  1.050
C: 1.72376 -0.70018 -1.06159  -0.096
C: 3.05638 -0.06162 -0.88179  -1.126
I: 4.05542 -0.21484 0.95704  0.180
C: 3.67131 0.60020 -1.85511  0.479
C: 5.00681 1.25064 -1.74900  -1.488
I: 2.75756 0.88851 -3.73008  0.114
N: 1.75116 -2.13667 -0.48721  -0.025
P: 2.56200 -3.24981 -1.70675  0.667
O: 3.51512 -2.35669 -2.58852  -0.188
O: 1.57006 -3.82514 -2.76382  -0.513
S: 3.57881 -4.60097 -0.81739  -0.295
C: 0.44476 -2.59626 0.11155  -0.464
Br: -0.87804 -2.82946 -1.37459  0.083
C: 0.68995 -3.90956 0.88301  -0.106
C: 0.36961 -5.23003 0.19315  -1.836
C: -1.02995 -5.75415 0.45275  -0.203
Cl: -1.08271 -7.47857 -0.01268  -0.206
C: -0.32134 -1.51208 1.08864  0.079
P: -1.94450 -2.36634 1.27621  -0.901
O: -3.33056 -1.71409 0.79916  0.447
O: -2.16817 -3.51695 2.41994  -0.346
C: 0.51302 -1.28384 2.42034  1.291
F: 0.71719 0.03553 2.58791  0.061
F: 1.76303 -1.80904 2.26180  -0.425
C: 0.09834 -1.78050 3.83896  -0.063
F: 1.17452 -1.36078 4.58960  -0.366
F: 0.11295 -3.10489 3.96328  -0.256
C: -1.07301 -1.15751 4.63734  0.351
F: -0.90391 -1.58246 5.89830  -0.255
F: -1.02732 0.15536 4.65165  -0.160
F: -2.27025 -1.59711 4.25971  -0.147
N: -0.43376 -0.26709 0.39864  1.009
C: -1.63605 0.59038 0.31902  -2.679
C: -2.30739 1.09437 1.58847  0.916
C: -3.36798 2.19863 1.27260  -1.431
C: -3.94750 2.15977 -0.12654  -1.420
N: -4.83852 1.02616 -0.34357  0.699
C: -5.84009 0.58386 0.47730  -0.774
C: -6.39210 -0.52434 -0.11988  -0.263
C: -5.71498 -0.77656 -1.32447  -1.534
C: -4.78039 0.22821 -1.44865  -0.220
H: 2.00155 3.48867 0.14563  0.709
H: -0.00105 0.48517 -1.45725  0.904
H: 1.55084 -0.83917 -2.11472  0.637
H: 5.76142 0.55351 -1.41270  0.429
H: 4.92695 2.12369 -1.10727  0.257
H: 5.32043 1.60971 -2.71770  0.413
H: 2.49005 -2.10239 0.23990  0.977
H: 4.29707 -2.16217 -2.05132  0.243
H: 1.38299 -3.20688 -3.48824  0.401
H: 0.16426 -3.89476 1.82965  0.209
H: 1.73280 -3.90193 1.16865  0.715
H: 1.04040 -5.97035 0.60929  0.661
H: 0.55152 -5.24572 -0.87245  0.386
H: -1.78395 -5.27098 -0.14254  0.217
H: -1.26144 -5.70541 1.50395  0.184
H: -4.02562 -1.64457 1.47215  0.228
H: -3.05786 -3.53642 2.79528  0.317
H: -1.34524 1.50410 -0.18411  1.167
H: -2.34693 0.15128 -0.37429  0.207
H: -1.54497 1.59741 2.16357  0.070
H: -2.77396 0.32989 2.19258  -0.064
H: -4.17637 2.16409 1.98898  0.483
H: -2.88197 3.15937 1.39057  0.589
H: -4.53611 3.05807 -0.27756  0.567
H: -3.18646 2.18115 -0.89119  0.468
H: -6.10084 1.06082 1.39812  0.508
H: -7.18393 -1.13598 0.26239  0.591
H: -5.85602 -1.55774 -2.03902  0.496
H: -4.06254 0.44626 -2.21247  0.613
C: 5.50360 -0.99564 -6.58186  -0.400
O: 5.81202 0.10098 -5.71113  -0.527
H: 6.30831 -1.08036 -7.30419  0.289
H: 5.44311 -1.92552 -6.00860  0.225
H: 4.56004 -0.82503 -7.10583  0.129
H: 5.10055 0.17106 -5.06923  0.179
C: 8.45322 -2.98800 -4.58837  -0.551
O: 8.20295 -1.84345 -5.39406  -0.441
H: 9.32167 -3.49768 -4.99561  0.248
H: 8.66567 -2.70326 -3.55318  0.248
H: 7.60125 -3.67635 -4.60473  0.236
H: 7.43461 -1.38900 -5.03573  0.273
C: -2.51615 -3.60568 7.94841  -0.418
O: -1.45702 -4.55099 8.02593  -0.517
H: -3.23216 -3.84300 8.73014  0.303
H: -2.14223 -2.59000 8.10479  0.182
H: -3.01846 -3.66475 6.97672  0.164
H: -0.82279 -4.34318 7.33637  0.303
C: 3.31099 -1.01262 -9.97804  -0.329
O: 2.62205 -0.62432 -8.78115  -0.504
H: 4.36673 -0.79485 -9.83924  0.224
H: 3.18548 -2.08340 -10.15546  0.288
H: 2.93495 -0.45550 -10.83613  0.052
H: 1.69172 -0.81937 -8.90975  0.280
C: -5.40009 4.62951 2.69547  -0.375
O: -5.97415 4.31218 1.42828  -0.443
H: -4.32697 4.49127 2.61352  0.133
H: -5.60287 5.66676 2.97015  0.327
H: -5.79075 3.96236 3.46919  0.168
H: -6.92413 4.43457 1.49315  0.273
C: 4.75980 -1.55679 5.92417  -0.568
O: 3.95888 -1.70957 4.75459  -0.314
H: 5.80298 -1.60294 5.62600  0.266
H: 4.56874 -0.59320 6.40200  0.218
H: 4.55769 -2.36547 6.63443  0.244
H: 3.03499 -1.66843 5.01767  0.226
C: 4.20348 5.68785 -0.29099  -0.555
O: 4.16951 4.45705 0.45113  -0.397
H: 3.91630 5.46982 -1.31089  0.110
H: 3.50224 6.40958 0.13503  0.328
H: 5.20675 6.11027 -0.28917  0.344
H: 4.42766 4.65960 1.35352  0.221
C: -6.48851 0.83658 6.36714  -0.729
O: -6.14799 0.62664 4.99411  -0.299
H: -7.51390 1.19286 6.40009  0.239
H: -6.41804 -0.09403 6.93358  0.309
H: -5.83673 1.58715 6.82083  0.297
H: -5.24471 0.31894 4.97056  0.192
C: 0.46329 3.64615 3.84005  -0.673
O: -0.10441 3.06296 2.66812  -0.397
H: -0.03235 4.59766 4.00965  0.294
H: 0.30884 3.00483 4.71204  0.208
H: 1.53406 3.82170 3.70770  0.247
H: 0.34041 2.22525 2.51327  -0.031
C: -8.32056 -0.30339 3.21997  -0.506
O: -8.91055 -0.81555 2.02554  -0.483
H: -7.25791 -0.50614 3.20183  0.062
H: -8.47384 0.77664 3.28939  0.312
H: -8.75936 -0.78996 4.09542  0.364
H: -9.84430 -0.60143 2.08845  0.277
C: 5.63851 6.58826 -4.08529  -0.503
O: 4.84911 7.02507 -2.97825  -0.481
H: 6.67424 6.82821 -3.86445  0.227
H: 5.54735 5.50811 -4.23045  0.201
H: 5.34366 7.10124 -5.00304  0.269
H: 3.93462 6.81630 -3.18194  0.280
C: 1.07083 1.02294 -13.12753  -0.525
O: 2.14642 0.09153 -13.02516  -0.505
H: 0.37984 0.81967 -12.31382  0.205
H: 1.43242 2.05022 -13.03856  0.265
H: 0.54368 0.90883 -14.07735  0.268
H: 2.75506 0.27242 -13.74516  0.286
C: -7.32060 1.58367 -4.67031  -0.549
O: -7.53668 0.58551 -3.68056  -0.460
H: -7.69178 1.19766 -5.61573  0.233
H: -7.86047 2.50317 -4.42816  0.258
H: -6.25466 1.81039 -4.77466  0.233
H: -7.20534 0.92013 -2.84269  0.262
C: 3.51172 0.00294 9.19611  -0.412
O: 4.82881 -0.53187 9.24521  -0.485
H: 3.52509 0.95695 9.71525  0.250
H: 3.18976 0.16741 8.16206  0.138
H: 2.79875 -0.66064 9.69275  0.237
H: 4.81904 -1.37668 8.79008  0.290

Cartesian forces (eV/Å) of the 6 atoms listed first:
0.5 1.6 -0.5
-0.7 -1.3 0.3
0.5 0.2 -0.1
-0.8 -0.6 0.8
0.7 -0.1 -0.5
0.0 -0.1 -0.1

Its LUMO energy is -2.72 eV. The value obtained for the HOMO-LUMO gap is 0.24921 Eh. As for the HOMO energy: -9.499 eV. As for the total charge: +1.